[1]
A 2-piece molecular cluster, C4H8O2 overall. Source: OMol25; level of theory: ωB97M-V with the def2-TZVPD basis set.

Each atom is followed by the atoms it is bonded to, with distances in Å.
Positions of all 14 atoms, in Å:
1 C 1.06207 -0.99951 1.84021  H7 1.094, H8 1.092, H9 1.092, H11 1.094
2 C -1.12866 -1.14096 -0.25981  O3 1.314, H10 1.115
3 O -0.26187 -0.69403 -1.13971  C2 1.314, C4 1.427
4 C -0.63151 0.53592 -1.76131  O3 1.427, O5 1.189, C6 1.496
5 O -1.00593 0.48013 -2.88805  C4 1.189
6 C -0.42534 1.76325 -0.93130  C4 1.496, H12 1.093, H13 1.091, H14 1.095
7 H 1.62656 -1.15621 0.91661  C1 1.094
8 H 1.43216 -0.10931 2.35268  C1 1.092
9 H 1.16836 -1.87243 2.48779  C1 1.092
10 H -0.72526 -2.15498 -0.03006  C2 1.115
11 H 0.00314 -0.85046 1.61058  C1 1.094
12 H -1.00309 1.70651 -0.00465  C6 1.093
13 H -0.74328 2.62316 -1.52277  C6 1.091
14 H 0.63264 1.86893 -0.67020  C6 1.095

Values from the calculation:
- HOMO energy (eV) = -9.2
- multiplicity = 1

=====

[2]
A 2-piece molecular cluster, C4H8O2 overall. Source: OMol25; level of theory: ωB97M-V with the def2-TZVPD basis set.

Each atom is followed by the atoms it is bonded to, with distances in Å.
Positions of all 14 atoms, in Å:
1 O -0.25663 0.22723 -0.97464  C2 1.470, C4 1.522
2 C -1.27076 -0.41904 -0.12869  O1 1.470, C3 1.539, C4 1.787, C6 1.538, H8 1.091
3 C -0.20306 -1.46310 0.24190  C2 1.539, C4 1.521, H9 1.094, H10 1.089
4 C 0.41465 -0.07800 0.35658  O1 1.522, C2 1.787, C3 1.521, C6 1.525, H11 1.090
5 O 1.89813 1.62571 -1.15974  H7 0.973, H12 0.965
6 C -0.82923 0.49534 1.02602  C2 1.538, C4 1.525, H13 1.095, H14 1.091
7 H 0.94033 1.49540 -1.27510  O5 0.973
8 H -2.27366 -0.58122 -0.52740  C2 1.091
9 H 0.17625 -2.02585 -0.61678  C3 1.094
10 H -0.30000 -2.05307 1.15208  C3 1.089
11 H 1.45119 0.19656 0.55036  C4 1.090
12 H 2.25643 0.81469 -1.54154  O5 0.965
13 H -0.97284 1.56511 0.84062  C6 1.095
14 H -1.03081 0.20024 2.05634  C6 1.091

Values from the calculation:
- HOMO energy (eV) = -10.1
- multiplicity = 1

=====

The calculation returns the following F_max values, one per record and in order: 0.7 0.5 eV/A.
The calculation returns the following energy above the lowest of the compared OMol25 structures with the same formula, charge and spin values, one per record and in order: 3.785 3.766 eV.
The calculation returns the following DFT total energy values, one per record and in order: -8369.4971 -8369.5154 eV.